# 1
C2HOS2 | ωB97M-V/def2-TZVPD

```
! wB97M-V def2-TZVPD RIJCOSX def2/J DEFGRID3
* xyz -1 3
S 0.474 -1.316 1.212
S -0.304 2.230 0.337
O -1.247 -1.296 -0.828
C -0.356 -0.817 -0.173
C 0.192 0.635 -0.121
H 1.240 0.564 -0.426
*
```

As for the energy relative to the best compared isomer or geometry (same formula, charge and spin): 0.0 kcal per mole. For the molar mass, the calculation gives 105.163 u. The expectation value of S² is 2.010. For the HOMO energy (spin up / spin down), the calculation gives -1.9 / -3.8 eV. The value obtained for the LUMO energy (spin up / spin down) is 3.667 / 1.707 eV. The calculation puts the gap between HOMO and LUMO (spin up / spin down) at 5.5 / 5.5 eV. The strongest force on any atom is 2.043 eV Å⁻¹. Its total energy is -948.37426 Eh.

***

# 2
C9H17N3 | ωB97M-V/def2-TZVPD

```
! wB97M-V def2-TZVPD RIJCOSX def2/J DEFGRID3
* xyz 0 1
N 2.215 0.189 2.191
N 0.335 -1.569 -0.636
N -0.877 1.009 1.014
C 0.149 0.032 0.726
C -0.628 0.428 -1.680
C -0.209 -1.502 0.695
C 1.347 0.176 1.443
C -0.266 2.337 0.860
C -1.366 0.813 2.375
C 0.442 -0.087 -0.817
C -0.027 -2.518 -1.604
C 1.903 0.136 -1.318
H 0.608 -3.427 -1.754
H -0.431 1.368 -1.945
H 2.368 1.068 -0.737
H 0.060 -2.018 -2.515
H 1.865 0.292 -2.305
H 0.551 2.429 1.487
H -0.950 1.242 3.255
H -0.820 -0.102 -2.672
H -0.101 2.466 -0.109
H -2.433 1.396 2.345
H -1.339 -1.712 0.615
H -1.499 0.365 -1.160
H -1.552 -0.227 2.420
H 0.191 -2.033 1.576
H -1.048 3.113 0.957
H 2.616 -0.721 -1.147
H -1.106 -2.943 -1.559
*
```

As for the energy relative to the best compared isomer or geometry (same formula, charge and spin): 84.1 kcal per mole. For the molar mass, the calculation gives 167.256 u. For the HOMO energy, the calculation gives -8.3 eV. The value obtained for the LUMO energy is 0.816 eV. The calculation puts the gap between HOMO and LUMO at 9.1 eV. Its SMILES is CN1C[C@](C#N)(N(C)C)C1(C)C. The strongest force on any atom is 5.334 eV Å⁻¹. Its total energy is -517.24800 Eh.

***

# 3
C18H28BClMnN6O4 | ωB97M-V/def2-TZVPD

```
! wB97M-V def2-TZVPD RIJCOSX def2/J DEFGRID3
* xyz 1 5
Mn 0.206 0.050 0.054
Cl 2.799 1.933 -0.626
O 2.472 1.586 -1.971
O 2.023 0.846 0.257
O 4.136 1.833 -0.282
O 2.214 3.215 -0.227
N -1.286 -2.032 1.450
N -0.544 -1.286 -1.316
N -2.599 -0.126 0.601
N -1.734 -1.942 -0.956
N -0.251 -1.136 1.770
N -1.677 0.903 0.120
C -0.616 4.061 1.304
C 1.862 -1.208 3.157
C -0.394 -1.476 -2.650
C -1.294 -2.513 -3.071
C -2.929 1.773 1.749
C 0.637 -0.682 -3.416
C -2.164 -2.663 -1.999
C 1.955 -1.133 -2.876
C -1.571 3.483 0.313
C -2.019 2.061 0.704
C 0.601 -0.840 -4.923
C 2.973 -1.857 2.275
C -1.228 3.609 -1.221
C -0.043 -2.957 2.993
C 1.902 0.319 3.296
C -3.215 0.377 1.667
C 0.555 -1.753 2.711
C -1.174 -3.114 2.209
B -2.403 -1.672 0.419
H -3.399 2.559 2.265
H 2.319 -2.044 -3.393
H -0.942 5.063 1.604
H -0.200 3.169 -1.298
H 2.866 0.640 3.637
H 1.754 0.953 2.452
H -1.400 -2.850 -4.087
H 2.859 -1.301 1.315
H -0.417 -0.899 -5.432
H -3.971 -0.151 2.228
H -1.855 -3.960 2.081
H 0.263 0.340 -3.244
H 3.960 -1.657 2.699
H 1.158 0.585 4.066
H -1.931 2.938 -1.770
H 1.223 -1.707 -5.180
H 2.688 -0.361 -3.154
H -2.528 4.033 0.369
H 0.300 -3.617 3.809
H -0.608 3.386 2.243
H 1.104 0.026 -5.393
H 2.829 -2.972 2.148
H -3.321 -2.411 0.670
H 2.003 -1.708 4.132
H -3.082 -3.251 -1.883
H 0.397 4.027 0.853
H -1.276 4.658 -1.504
H 2.012 -1.146 -1.749
*
```

For the molar mass, the calculation gives 493.663 u. The expectation value of S² is 6.247. For the HOMO energy (spin up / spin down), the calculation gives -12.4 / -12.5 eV. The value obtained for the LUMO energy (spin up / spin down) is -7.685 / -4.441 eV. The calculation puts the gap between HOMO and LUMO (spin up / spin down) at 4.8 / 8.0 eV. The strongest force on any atom is 3.704 eV Å⁻¹. Its total energy is -2967.73978 Eh.

***

# 4
C5H13N3O | ωB97M-V/def2-TZVPD

```
! wB97M-V def2-TZVPD RIJCOSX def2/J DEFGRID3
* xyz 0 1
O -0.222 2.132 0.374
N 1.164 -0.908 -0.943
N -0.251 0.745 0.069
N 0.727 -1.032 1.329
C -1.465 0.226 -0.395
C 2.230 0.672 0.520
C -1.889 -1.193 -0.175
C -2.212 1.117 -1.063
C 0.951 -0.124 0.246
H 0.737 -2.038 1.205
H -3.177 0.835 -1.474
H -2.796 -1.431 -0.743
H 2.079 -1.279 -1.182
H 3.100 0.007 0.560
H 0.623 2.323 0.810
H 0.424 -0.700 2.239
H -1.129 -1.912 -0.484
H 0.529 -0.829 -1.731
H -1.909 2.141 -1.250
H -2.113 -1.354 0.885
H 2.413 1.404 -0.275
H 2.185 1.197 1.479
*
```

As for the energy relative to the best compared isomer or geometry (same formula, charge and spin): 93.9 kcal per mole. For the molar mass, the calculation gives 131.179 u. For the HOMO energy, the calculation gives -7.2 eV. The value obtained for the LUMO energy is 0.861 eV. The calculation puts the gap between HOMO and LUMO at 8.1 eV. Its SMILES is C=C(C)N(O)C(C)(N)N. The strongest force on any atom is 2.352 eV Å⁻¹. Its total energy is -437.70449 Eh.

***

# 5
C21H49N7O7Pt | ωB97M-V/def2-TZVPD

```
! wB97M-V def2-TZVPD RIJCOSX def2/J DEFGRID3
* xyz 2 3
Pt 0.029 -0.089 -0.069
O -1.822 -0.187 -1.269
O -0.433 -1.517 1.780
O -1.313 1.000 1.334
O 0.643 2.040 -0.447
O -0.025 -2.334 -0.928
O 1.978 0.038 1.017
O 1.176 -0.163 -2.048
N -1.096 1.441 3.503
N -0.036 4.061 -1.226
N -1.079 -2.355 3.761
N -2.757 1.218 -2.768
N 1.410 -4.091 -0.950
N 1.669 -1.209 -4.009
N 3.285 1.480 2.133
C 0.399 -1.848 -4.284
C -0.894 -4.423 -1.691
C -1.665 1.653 2.324
C -2.778 2.666 2.180
C -1.158 -2.278 2.425
C 2.241 2.324 2.644
C -2.040 -3.091 4.615
C 4.365 -0.272 0.900
C -1.529 1.556 -3.482
C 2.319 3.539 -1.196
C 1.950 -0.413 -2.975
C -4.206 -0.044 -1.304
C 3.369 0.132 -2.942
C 2.607 -3.338 -0.636
C -2.123 -3.184 1.683
C 0.206 -3.519 -1.152
C -1.313 2.162 4.742
C 0.894 3.157 -0.917
C 3.111 0.402 1.354
C -2.825 0.304 -1.801
C -1.458 3.843 -1.062
H 3.500 0.872 -2.161
H 0.585 -2.914 -4.434
H 2.580 3.363 2.567
H 1.445 -5.064 -1.202
H -1.812 -3.849 -1.635
H -2.965 -3.588 2.235
H -0.134 -1.462 -5.149
H 2.685 -3.126 0.428
H -1.675 2.810 -0.798
H 4.177 1.538 2.598
H -0.323 0.791 3.514
H 4.704 0.147 -0.046
H -4.568 0.732 -0.626
H 4.163 -1.333 0.778
H -0.383 2.682 4.988
H -0.279 -1.844 -3.430
H -1.551 -3.944 1.155
H -1.983 4.074 -1.988
H -4.941 -0.159 -2.099
H -2.086 2.915 4.624
H 1.306 2.223 2.102
H 2.664 -2.426 -1.222
H -3.285 2.526 1.230
H 2.519 4.552 -0.841
H -3.060 -2.826 4.343
H 2.066 2.233 3.722
H -0.704 1.692 -2.780
H -1.564 1.497 5.568
H 3.592 0.589 -3.908
H 3.455 -3.969 -0.899
H -1.660 2.450 -4.081
H -4.124 -0.962 -0.728
H -2.364 3.676 2.158
H -2.547 -2.539 0.908
H -3.526 2.612 2.969
H -1.225 0.701 -4.080
H 5.164 -0.159 1.631
H -0.398 -1.773 4.216
H -1.830 -2.765 5.627
H 2.990 2.869 -0.660
H -0.961 -5.329 -1.087
H 2.363 -1.197 -4.741
H -0.639 -4.725 -2.707
H 0.268 4.998 -1.429
H 4.044 -0.703 -2.746
H -1.936 -4.156 4.426
H 2.590 3.455 -2.248
H -1.846 4.454 -0.247
H -3.591 1.701 -3.056
*
```

As for the energy relative to the best compared isomer or geometry (same formula, charge and spin): 0.0 kcal per mole. For the molar mass, the calculation gives 706.743 u. The expectation value of S² is 2.002. For the HOMO energy (spin up / spin down), the calculation gives -13.7 / -13.1 eV. The value obtained for the LUMO energy (spin up / spin down) is -3.866 / -5.189 eV. The calculation puts the gap between HOMO and LUMO (spin up / spin down) at 9.8 / 7.9 eV. The strongest force on any atom is 2.874 eV Å⁻¹. Its total energy is -1858.40999 Eh.

***

# 6
C20H22BF16NO3 | ωB97M-V/def2-TZVPD

```
! wB97M-V def2-TZVPD RIJCOSX def2/J DEFGRID3
* xyz 0 1
F -2.421 6.546 -0.290
F -0.996 2.292 1.008
F 3.293 -1.746 -0.490
F 6.815 -4.655 -0.658
F -2.275 3.776 0.060
F 5.739 -1.589 0.688
F -2.184 7.388 3.115
F 1.601 -1.408 0.822
F 1.857 -3.882 1.921
F 0.103 3.388 -1.218
F -0.535 6.750 1.876
F 3.616 -2.633 2.184
F 5.073 -3.557 -1.307
F -2.184 8.521 0.597
F 7.231 -1.933 -0.862
F 0.044 5.371 -0.342
O -5.275 -0.659 -1.023
O -2.260 5.361 2.279
O 5.191 -4.368 0.789
N -3.708 -1.566 0.397
C -0.972 -4.340 -1.077
C -1.995 -3.913 -1.885
C -0.851 -3.866 0.201
C 5.879 -3.769 -0.252
C 3.773 -4.503 0.753
C -1.749 -2.950 0.693
C -1.142 3.630 0.783
C 2.915 -3.325 1.261
C 2.329 -2.372 0.211
C 0.085 0.297 -1.188
C 0.075 4.062 -0.038
C -3.268 0.610 -0.987
C 6.603 -2.496 0.195
C -1.338 4.282 2.168
C -1.870 6.665 2.019
C -2.625 7.264 0.829
C -2.777 -2.517 -0.111
C -2.909 -3.015 -1.387
C -2.409 0.331 -2.256
C -4.149 -0.567 -0.569
B -0.951 0.985 -2.172
H -3.297 -1.084 1.193
H -2.109 -4.268 -2.902
H -0.279 -5.058 -1.507
H -2.912 0.767 -3.125
H 1.669 -2.896 -0.487
H -1.643 -2.547 1.695
H 0.912 0.976 -0.974
H 7.340 -2.727 0.968
H -0.386 4.515 2.645
H -3.698 7.292 1.033
H -2.626 0.868 -0.139
H -0.662 1.942 -2.814
H -0.045 -4.200 0.839
H -3.946 1.425 -1.234
H -2.249 -0.733 -2.461
H -0.455 -0.020 -0.290
H 3.577 -5.315 1.452
H -3.713 -2.694 -2.043
H 3.428 -4.868 -0.215
H 0.495 -0.611 -1.651
H -1.783 3.502 2.785
H 1.003 3.845 0.498
*
```

For the molar mass, the calculation gives 639.180 u. For the HOMO energy, the calculation gives -8.6 eV. The value obtained for the LUMO energy is 0.404 eV. The calculation puts the gap between HOMO and LUMO at 9.0 eV. Its SMILES is FC(F)C(F)(F)COC(F)(F)C(F)F.FC(F)C(F)(F)COC(F)(F)C(F)F.CBCCC(=O)Nc1ccccc1. The strongest force on any atom is 2.040 eV Å⁻¹. Its total energy is -2678.46895 Eh.

***

# 7
C14H23MgN2OP | ωB97M-V/def2-TZVPD

```
! wB97M-V def2-TZVPD RIJCOSX def2/J DEFGRID3
* xyz 0 1
P 0.642 2.796 0.803
Mg -1.908 -0.025 2.232
O 0.687 -0.158 5.299
N 0.695 -3.021 -0.810
N -0.263 0.747 3.276
C -1.672 0.131 -2.615
C -1.592 -1.094 -0.517
C -1.441 1.321 -1.928
C 1.167 4.492 0.862
C -1.761 -1.076 -1.922
C 1.763 1.751 -0.098
C -1.352 1.314 -0.519
C -1.531 -2.398 0.221
C -1.476 0.111 0.162
C 1.100 -2.505 -2.078
C -0.654 -3.437 -0.542
C 1.619 -2.885 0.276
C 0.232 0.292 4.313
C -1.059 2.607 0.225
H 0.672 2.359 2.254
H 2.198 4.542 1.242
H 2.623 -3.197 -0.056
H -1.778 0.139 -3.701
H -1.343 2.273 -2.458
H -1.225 3.474 -0.434
H 1.146 -1.398 -2.082
H 0.396 1.798 2.668
H 0.518 5.065 1.540
H -1.120 -3.705 -1.501
H 1.849 2.107 -1.135
H 1.413 0.710 -0.123
H 1.289 -3.519 1.113
H 2.756 1.774 0.376
H 1.703 -1.841 0.640
H -0.571 -4.341 0.086
H 0.393 -2.827 -2.857
H -1.706 2.731 1.113
H -1.975 -2.011 -2.449
H 2.113 -2.876 -2.307
H 1.130 4.944 -0.141
H -1.143 -2.309 1.256
H -2.534 -2.853 0.316
*
```

As for the energy relative to the best compared isomer or geometry (same formula, charge and spin): 82.9 kcal per mole. For the molar mass, the calculation gives 290.630 u. For the HOMO energy (spin up / spin down), the calculation gives -4.4 / -4.4 eV. The value obtained for the LUMO energy (spin up / spin down) is -0.535 / -0.536 eV. The calculation puts the gap between HOMO and LUMO (spin up / spin down) at 3.9 / 3.9 eV. The strongest force on any atom is 4.516 eV Å⁻¹. Its total energy is -1273.21867 Eh.

***

# 8
C2H3N5O | ωB97M-V/def2-TZVPD

```
! wB97M-V def2-TZVPD RIJCOSX def2/J DEFGRID3
* xyz 0 1
O 1.989 -0.195 -1.451
N 0.460 0.873 0.039
N -1.214 -0.622 0.779
N -0.301 -0.819 -1.397
N -1.162 -1.228 -0.389
N -0.571 1.413 2.014
C 0.650 0.050 -0.999
C -0.427 0.499 1.025
H 0.414 1.692 2.513
H 2.486 -1.084 -1.982
H -0.630 0.333 3.603
*
```

As for the energy relative to the best compared isomer or geometry (same formula, charge and spin): 194.2 kcal per mole. For the molar mass, the calculation gives 113.080 u. For the HOMO energy, the calculation gives -9.9 eV. The value obtained for the LUMO energy is -2.354 eV. The calculation puts the gap between HOMO and LUMO at 7.5 eV. The strongest force on any atom is 6.869 eV Å⁻¹. Its total energy is -426.74815 Eh.

***

# 9
C4H14NO2 | ωB97M-V/def2-TZVPD

```
! wB97M-V def2-TZVPD RIJCOSX def2/J DEFGRID3
* xyz 1 1
O -3.772 0.412 0.208
O 3.730 0.045 1.130
N 0.261 0.620 0.771
C -1.216 -1.272 -1.162
C 0.809 0.099 -0.506
C -0.342 -0.091 -1.491
C 0.934 1.171 1.684
H -3.997 0.066 1.080
H -1.428 -1.403 -0.100
H -0.894 0.839 -1.570
H -4.338 -0.107 -0.395
H -2.209 -1.246 -1.610
H -0.785 -2.253 -1.401
H 1.509 0.812 -0.910
H 0.110 -0.197 -2.481
H 0.431 1.487 2.586
H 4.457 0.214 1.740
H 1.321 -0.816 -0.259
H 2.004 1.297 1.522
H 4.158 -0.167 0.290
H -0.741 0.488 0.876
*
```

As for the energy relative to the best compared isomer or geometry (same formula, charge and spin): 33.6 kcal per mole. For the molar mass, the calculation gives 108.161 u. For the HOMO energy, the calculation gives -14.7 eV. The value obtained for the LUMO energy is -4.413 eV. The calculation puts the gap between HOMO and LUMO at 10.3 eV. The strongest force on any atom is 1.398 eV Å⁻¹. Its total energy is -365.77716 Eh.

***

# 10
C30H59BN6OSi2SnTe | ωB97M-V/def2-TZVPD

```
! wB97M-V def2-TZVPD RIJCOSX def2/J DEFGRID3
* xyz 2 1
Te -2.902 -0.962 1.139
Sn 3.021 0.349 -0.119
Si -3.970 1.387 -1.453
Si -5.376 -0.351 3.524
O -3.019 -2.434 -0.161
N 5.125 0.713 -0.509
N 2.981 1.177 -2.194
N 3.506 2.441 -2.462
N 3.670 3.422 -0.147
N 5.555 1.967 -1.087
N 3.047 2.376 0.661
C -2.607 -3.823 0.141
C 2.729 0.567 -3.380
C 3.618 2.585 -3.789
C -7.246 -0.626 3.724
C 2.766 4.335 1.701
C 5.688 -1.574 1.430
C -4.998 1.477 3.883
C -4.965 -0.859 1.712
C -2.703 0.592 -0.308
C -3.754 -4.469 0.898
C 5.930 -1.542 -0.126
C 1.218 -1.197 -2.247
C 3.504 4.532 0.536
C 2.251 0.730 3.107
C -4.857 2.777 -0.670
C -4.337 -1.509 4.683
C 1.965 -0.727 -3.527
C 7.093 -2.505 -0.486
C 2.528 2.925 1.747
C 7.162 0.439 -1.399
C -5.214 0.103 -2.050
C 1.037 -0.577 -4.730
C -1.297 -3.810 0.906
C 1.644 2.150 2.713
C -3.206 2.061 -2.999
C -2.421 -4.531 -1.211
C 3.133 1.486 -4.413
C 0.298 2.117 2.065
C 6.717 1.772 -1.629
C 6.127 -0.148 -0.649
B 4.461 3.082 -1.436
H 0.506 -1.998 -2.474
H -4.667 -4.539 0.237
H -4.780 -1.641 5.759
H 0.301 1.334 1.275
H -1.839 0.356 -0.879
H 1.833 -1.717 -1.504
H 3.935 5.448 0.143
H -0.586 -3.225 0.378
H 3.039 1.262 -5.435
H -0.915 -4.803 1.029
H 1.826 -0.007 2.435
H -2.668 2.980 -2.702
H -5.275 -1.899 1.495
H -0.092 3.069 1.634
H 8.115 0.009 -1.631
H 2.240 5.083 2.221
H -1.406 -3.321 1.882
H 4.979 -1.973 -0.503
H 3.354 0.718 2.906
H 8.045 -2.237 0.036
H -2.211 -5.573 -1.002
H 1.677 2.710 3.676
H 7.234 -2.563 -1.621
H -4.308 -2.550 4.389
H -3.392 -4.406 -1.761
H 6.468 -2.152 1.877
H -5.772 2.070 3.397
H -3.269 -1.162 4.776
H -4.120 3.440 -0.152
H -0.395 1.646 2.795
H -5.053 1.649 5.006
H 3.941 3.536 -4.181
H 0.676 0.490 -4.825
H -4.879 -0.904 -1.983
H -2.486 1.422 -3.612
H 5.706 -0.537 1.878
H -3.448 -5.485 1.222
H -1.612 -4.053 -1.766
H -4.031 1.806 3.566
H 2.722 -1.485 -3.773
H 7.246 2.587 -2.049
H -6.189 0.266 -1.536
H 5.060 4.047 -1.841
H 0.122 -1.201 -4.578
H -4.068 -3.918 1.778
H -5.473 3.437 -1.328
H -4.042 2.334 -3.712
H -5.494 2.467 0.162
H -7.690 -0.131 4.612
H 2.109 0.453 4.175
H -5.395 0.453 -3.153
H -5.385 -0.243 0.963
H 0.630 -0.372 -1.826
H -2.486 1.421 0.405
H -7.506 -1.733 3.703
H -7.744 -0.168 2.753
H 6.752 -3.477 -0.163
H 1.497 -0.877 -5.701
H 4.760 -2.060 1.742
*
```

For the molar mass, the calculation gives 833.138 u. For the HOMO energy, the calculation gives -13.6 eV. The value obtained for the LUMO energy is -5.485 eV. The calculation puts the gap between HOMO and LUMO at 8.1 eV. The strongest force on any atom is 3.505 eV Å⁻¹. Its total energy is -2668.01600 Eh.